The molecule C6H10N2 at a distorted geometry. Source: OMol25; level of theory: wB97M-V/def2-TZVPD.

Geometry as ORCA input:
```
! wB97M-V def2-TZVPD RIJCOSX def2/J DEFGRID3
* xyz 0 1
C 0.491 0.369 1.907
C 0.933 -1.306 -0.858
C -0.947 0.104 -0.601
C -0.029 0.669 -1.812
C 0.951 -0.291 -1.909
C -0.548 0.774 0.910
H 0.834 1.050 2.895
H 1.289 -0.440 1.718
H 1.557 -2.183 -0.601
H -0.483 -1.598 0.459
H -1.986 0.017 -0.747
H -0.519 0.841 -2.692
H 0.229 1.726 -1.581
H 1.986 0.034 -2.358
H -1.638 0.142 2.774
H -0.826 1.799 0.884
N -0.439 -1.464 -0.430
N -0.853 -0.240 2.042
*
```

- HOMO level: -7.59 eV
- Lowest unoccupied orbital energy: 0.9 eV
- F_max: 9.524 eV/A
- DFT total energy: -9358.679 eV
- Relative energy (zero: lowest compared OMol25 entry of this formula, charge and spin): 132.79 kcal/mol
- Gap between HOMO and LUMO: 8.5 eV
- SMILES: C1=CN[C@@H]([C@@H]2CN2)C1